Record 1
{
  "formula": "C6H15N",
  "method": "wB97M-V/def2-TZVPD",
  "species": ["H", "H", "H", "H", "C", "H", "H", "H", "H", "C", "H", "H", "H", "N", "C", "C", "H", "C", "H", "H", "C", "H"],
  "xyz": [[-1.369381, 2.391522, -0.635865], [2.330928, 0.728448, -0.687555], [0.632028, -1.740796, -0.290476], [-0.330771, -1.902838, 1.183169], [-0.954962, -0.204648, -0.145437], [-1.734865, 0.029434, 0.631484], [0.120268, 3.171949, -0.281864], [-2.514869, -2.330927, -0.601763], [-0.587677, 2.191502, 0.994608], [0.141352, 0.885621, -0.630298], [-1.322207, -2.431073, -1.760301], [0.224663, 0.934951, -1.684037], [2.607613, 0.083997, 1.626674], [1.493329, 0.470615, -0.095817], [1.660745, 0.689330, 1.410361], [-1.321636, -2.536602, -0.639192], [-0.907275, -3.552045, -0.569474], [-0.468307, -1.548534, 0.132739], [1.760139, 1.762232, 1.696405], [-1.664948, -0.024380, -1.042615], [-0.461200, 2.224764, -0.089351], [0.727099, 0.334134, 1.859404]],
  "forces_ev_per_angstrom": [[-0.876, -0.031, 0.166], [-1.632, 0.000, 1.183], [-2.191, 0.815, 0.796], [-0.614, 0.834, -0.524], [-1.401, 3.041, -1.681], [1.362, 0.820, -0.042], [-0.053, -1.063, -0.032], [2.547, -1.148, 1.053], [-0.368, -0.133, -0.215], [0.437, -0.024, 4.070], [0.899, 0.638, 0.758], [-0.083, -0.294, -1.077], [-1.571, 0.917, 0.447], [-0.149, 1.157, 0.250], [1.079, -0.298, -2.385], [-2.458, -0.273, -1.978], [-1.029, -0.108, 0.664], [2.659, -3.115, -1.871], [0.210, -0.653, -0.163], [0.874, -1.519, 0.892], [1.843, 0.798, -0.521], [0.514, -0.361, 0.210]],
  "gap_ev": 9.48,
  "relative_energy_ev": 2.694
}

***

Record 2
{
  "formula": "C29H34CrN7O2S2Sb2",
  "method": "wB97M-V/def2-TZVPD",
  "species": ["O", "S", "H", "C", "H", "C", "H", "C", "N", "C", "S", "H", "H", "C", "C", "Sb", "C", "C", "C", "H", "H", "C", "H", "H", "H", "H", "H", "H", "C", "C", "H", "H", "N", "H", "H", "H", "H", "C", "O", "C", "H", "H", "C", "N", "C", "C", "H", "C", "C", "N", "H", "C", "H", "H", "C", "H", "Sb", "N", "H", "C", "C", "C", "H", "H", "H", "C", "C", "H", "H", "C", "Cr", "H", "C", "C", "N", "H", "N"],
  "xyz": [[-0.703176, -0.292748, 1.361882], [-2.344255, 0.545720, -1.799950], [3.830587, -6.656451, 1.617202], [-0.288220, 3.607354, -1.373517], [-2.279935, -2.010430, -3.420327], [4.520275, -1.137419, 1.478222], [-5.114000, 6.640806, 0.937192], [-0.359026, 0.924600, -3.701736], [0.676925, 4.098356, 0.898487], [-1.303067, -2.487089, -3.474462], [0.956245, 0.474358, -2.636808], [1.603510, -3.601170, -2.902455], [1.517411, 3.842190, 2.866224], [-2.143553, 4.593359, 2.528482], [-4.508702, 5.188422, 2.407421], [-0.494329, -2.620439, -1.512195], [3.680002, -4.907337, 0.387884], [-1.829323, -1.127574, 3.264620], [-1.620122, -1.106295, 1.758543], [-1.391706, -3.489113, -3.896138], [4.375240, -0.467345, 2.325412], [1.364942, -6.001159, -0.601712], [-5.507799, 5.022297, 2.786909], [-1.338549, 3.995082, 2.932442], [-1.543439, -0.180294, 3.717656], [4.773544, -2.130197, 1.850889], [1.719284, -7.636955, 0.736339], [-0.062602, 4.644221, -1.618527], [0.284598, 3.214284, -0.061743], [1.147094, 3.364680, 1.975972], [-1.371357, 3.464316, -1.377001], [4.597081, -4.472736, 0.772246], [-1.225051, 6.825947, -0.156327], [-2.863619, -1.370630, 3.500041], [0.833913, -2.936529, 1.366798], [0.455893, -6.436893, -1.001139], [0.372027, -4.839737, -2.678322], [1.786179, -4.766684, -1.098342], [-2.304228, -1.816883, 1.027424], [-1.677406, 0.968354, -3.348849], [2.395635, -3.214688, 2.173497], [1.382978, -1.794513, 2.589781], [1.715982, -2.455378, 1.789183], [-2.482015, 7.029961, -0.079252], [0.981058, -4.098666, -2.157865], [0.528762, 5.528217, 0.883260], [0.966282, 5.901764, 1.810182], [1.019498, 2.064695, 1.620724], [3.251107, -6.133838, 0.866299], [0.488413, 1.984964, 0.356644], [-1.509154, -4.474868, 0.184038], [-1.941784, 5.519360, 1.497368], [-3.656399, 3.735945, 3.746997], [1.234193, 1.179446, 2.193489], [-4.303653, 6.084638, 1.386936], [-2.815394, -3.597696, -0.606140], [2.700106, -1.247652, 0.317050], [0.382297, 1.588089, -6.087226], [1.030215, 5.997839, 0.037795], [-3.440011, 4.451235, 2.964115], [3.425954, -2.844232, -0.981182], [-2.989824, 6.240194, 0.931049], [3.135684, -2.578102, -1.995383], [4.512819, -2.772007, -0.912807], [-0.644941, -1.878355, -4.092261], [-1.857832, -4.082898, -0.770018], [-2.632959, 1.392152, -4.335984], [-1.948967, -4.891134, -1.498110], [-1.193863, -1.911290, 3.683779], [0.027691, 1.291189, -5.031547], [-0.206094, 0.087725, -0.537315], [5.340026, -0.756125, 0.870793], [2.960259, -4.199363, -0.574817], [2.075175, -6.680904, 0.373364], [-0.852219, 5.928659, 0.786951], [0.125053, 2.954469, -2.141029], [-3.425363, 1.728926, -5.101093]],
  "forces_ev_per_angstrom": [[0.087, -0.036, -0.053], [0.056, 0.046, 0.106], [-0.004, -0.005, 0.000], [-0.019, 0.015, 0.002], [0.001, -0.003, -0.012], [0.010, -0.044, 0.023], [-0.004, 0.007, -0.010], [-0.201, 0.011, 0.036], [0.056, -0.116, 0.009], [-0.044, -0.016, -0.036], [-0.019, -0.053, 0.008], [-0.005, 0.017, 0.005], [0.006, -0.004, 0.009], [0.007, -0.002, -0.037], [0.052, -0.002, 0.002], [0.038, -0.061, 0.133], [0.005, -0.011, 0.015], [0.055, -0.140, 0.012], [-0.312, 0.170, -0.064], [-0.011, 0.008, -0.001], [-0.008, 0.009, 0.014], [-0.006, -0.035, 0.035], [-0.008, 0.006, -0.006], [-0.008, 0.001, 0.016], [0.001, 0.027, -0.023], [0.030, -0.011, 0.011], [-0.002, -0.002, 0.001], [-0.011, 0.020, 0.002], [0.031, 0.011, -0.113], [0.001, 0.016, 0.029], [0.003, 0.002, 0.025], [0.006, 0.001, 0.003], [0.020, 0.018, 0.062], [0.011, -0.005, -0.032], [0.011, 0.002, -0.024], [-0.006, 0.007, -0.008], [0.013, 0.005, -0.035], [-0.010, 0.014, 0.052], [0.117, 0.025, 0.160], [0.192, -0.005, -0.033], [-0.013, -0.008, 0.022], [0.026, 0.000, 0.017], [-0.005, -0.040, 0.004], [0.017, 0.013, -0.015], [-0.002, -0.015, -0.129], [-0.011, 0.103, 0.022], [0.021, 0.016, -0.032], [-0.008, 0.081, 0.122], [0.015, -0.001, 0.009], [-0.071, -0.155, -0.058], [0.023, 0.006, 0.001], [-0.003, -0.064, 0.005], [0.017, -0.003, -0.003], [0.007, -0.008, -0.029], [0.046, -0.012, 0.008], [-0.019, 0.011, -0.005], [-0.112, 0.132, 0.069], [-0.009, -0.028, 0.018], [0.023, -0.074, -0.006], [-0.020, -0.009, 0.003], [0.071, -0.010, -0.075], [-0.048, 0.042, -0.009], [-0.016, 0.009, 0.014], [-0.001, 0.004, -0.003], [-0.002, -0.005, -0.002], [-0.002, -0.116, -0.095], [-0.067, 0.011, -0.046], [-0.018, -0.014, 0.020], [0.003, -0.008, 0.029], [0.040, 0.049, -0.063], [0.094, 0.227, -0.058], [0.003, 0.009, -0.029], [-0.008, -0.013, 0.018], [0.007, -0.013, 0.009], [-0.138, -0.008, -0.033], [0.003, 0.012, 0.005], [0.023, -0.008, 0.015]],
  "charge": -1,
  "multiplicity": 5,
  "gap_ev": [6.03, 6.28]
}

***

Record 3
{
  "formula": "CH2BeF3O3S",
  "method": "wB97M-V/def2-TZVPD",
  "species": ["F", "F", "O", "H", "O", "C", "S", "H", "O", "Be", "F"],
  "xyz": [[-0.810794, 1.534150, 1.579477], [0.874500, 1.533523, 0.222243], [-1.246106, -0.883011, 0.123382], [-0.917297, -0.309989, -0.868108], [-0.461381, -0.397113, -1.737476], [0.338849, 0.939233, 1.278799], [0.028474, -0.887496, 0.947559], [-1.089422, -0.339050, -2.460990], [1.206275, -1.136499, -0.013306], [0.905268, -1.120535, -1.378802], [1.171634, 1.066786, 2.307223]],
  "forces_ev_per_angstrom": [[-0.056, -0.048, 0.014], [-0.013, 0.128, -0.154], [-0.654, -0.821, 5.288], [-1.521, 0.368, 0.410], [2.153, 1.214, -4.945], [-0.026, 0.154, -0.103], [-1.211, -0.445, 1.496], [0.551, -0.186, -0.330], [0.759, 0.059, 3.183], [-0.023, -0.245, -4.914], [0.041, -0.177, 0.053]],
  "multiplicity": 2,
  "gap_ev": [5.95, 11.17]
}